Entry 1:
Below is a 8-piece molecular cluster, C31H54O14 overall in a non-equilibrium geometry, with properties calculated with ωB97M-V/def2-TZVPD.

Element x y z (Å)
C1 2.758 1.075 -3.340
O1 3.587 1.895 -4.184
C2 4.894 1.791 -3.923
O2 5.408 0.951 -3.237
O3 5.488 2.809 -4.515
C3 6.877 2.749 -4.792
H1 1.773 1.173 -3.780
H2 2.870 1.211 -2.269
H3 3.039 0.041 -3.539
H4 7.428 3.454 -4.176
H5 7.019 2.936 -5.853
H6 7.303 1.768 -4.575
C4 -1.570 0.725 -1.066
C5 -1.009 1.365 0.169
C6 0.482 1.244 -0.144
O4 0.569 -0.056 -0.746
C7 -0.748 -0.555 -1.129
H7 -1.442 1.414 -1.903
H8 -2.634 0.478 -0.978
H9 -1.251 0.741 1.034
H10 -1.287 2.408 0.326
H11 1.082 1.216 0.768
H12 0.787 2.055 -0.807
H13 -1.171 -1.324 -0.483
H14 -0.642 -0.943 -2.142
C8 -1.584 -4.500 3.134
C9 -2.596 -3.390 3.026
C10 -2.049 -2.546 1.854
O5 -1.175 -3.441 1.138
C11 -1.365 -4.749 1.637
H15 -1.984 -5.382 3.637
H16 -0.649 -4.189 3.601
H17 -2.761 -2.713 3.872
H18 -3.627 -3.683 2.813
H19 -1.367 -1.764 2.196
H20 -2.845 -2.145 1.226
H21 -0.596 -5.475 1.387
H22 -2.327 -5.138 1.270
C12 2.509 -3.576 -1.684
C13 1.683 -4.396 -2.631
C14 1.731 -3.657 -3.955
O6 1.608 -2.274 -3.486
C15 2.395 -2.174 -2.311
H23 3.508 -4.010 -1.666
H24 2.026 -3.519 -0.714
H25 0.677 -4.575 -2.249
H26 2.078 -5.405 -2.824
H27 0.849 -3.837 -4.564
H28 2.669 -3.710 -4.509
H29 1.974 -1.487 -1.579
H30 3.397 -1.761 -2.490
O7 -5.862 -3.114 -2.501
C16 -5.943 -1.983 -2.876
O8 -4.955 -1.091 -2.659
C17 -5.089 0.098 -3.457
C18 -6.462 0.001 -4.091
C19 -6.991 -1.397 -3.851
H31 -4.250 0.006 -4.152
H32 -4.903 0.977 -2.841
H33 -6.367 0.168 -5.166
H34 -7.150 0.781 -3.761
H35 -6.986 -1.991 -4.763
H36 -7.917 -1.634 -3.328
O9 -0.436 6.187 -0.572
C20 -0.927 5.988 0.497
O10 -1.836 4.999 0.664
C21 -2.485 5.108 1.945
C22 -1.662 6.110 2.792
C23 -0.859 6.853 1.736
H37 -2.420 4.118 2.393
H38 -3.501 5.450 1.759
H39 -0.957 5.663 3.484
H40 -2.399 6.743 3.284
H41 0.203 6.888 1.975
H42 -1.284 7.790 1.374
O11 3.981 -0.279 3.316
C24 3.323 -1.236 3.057
O12 2.751 -2.037 3.972
C25 1.730 -2.865 3.392
C26 2.171 -2.983 1.944
C27 2.894 -1.681 1.659
H43 0.771 -2.363 3.552
H44 1.652 -3.813 3.920
H45 1.397 -3.190 1.206
H46 2.854 -3.835 1.891
H47 2.259 -0.951 1.149
H48 3.719 -1.773 0.953
O13 1.179 4.577 3.108
C28 0.993 3.479 3.540
O14 -0.288 2.997 3.508
C29 -0.302 1.666 4.102
C30 0.982 1.592 4.939
C31 1.898 2.622 4.366
H49 -0.389 0.993 3.243
H50 -1.136 1.354 4.731
H51 1.424 0.595 4.958
H52 0.683 1.792 5.969
H53 2.686 2.227 3.719
H54 2.417 3.265 5.075

## Properties
Highest occupied orbital energy in eV: -9.372
Maximum force in eV/Å: 2.5
Kohn-Sham gap in eV: 9.783
E_LUMO in eV: 0.4
Net charge: 0

---

Entry 2:
Below is C5H10O as an isolated structure, with properties calculated with ωB97M-V/def2-TZVPD.

Element x y z (Å)
C1 -0.963 -0.117 -1.672
C2 -0.961 -0.676 0.724
C3 0.406 -0.254 1.195
C4 1.667 -0.430 0.363
C5 -0.666 0.725 0.822
O1 -0.588 1.277 -0.550
H1 -0.460 0.447 -2.462
H2 -2.042 -0.041 -1.711
H3 -0.599 -1.128 -1.576
H4 -1.656 -1.171 1.400
H5 0.629 -0.275 2.268
H6 2.425 0.327 0.608
H7 2.116 -1.414 0.542
H8 1.465 -0.371 -0.713
H9 -1.083 1.480 1.483
H10 0.309 1.621 -0.720

## Properties
Highest occupied orbital energy in eV: -6.950
Maximum force in eV/Å: 0.3
Kohn-Sham gap in eV: 7.605
E_LUMO in eV: 0.7
Net charge: 0

---

Entry 3:
Below is one molecule with the formula C8H12F9O5PS2 in a non-equilibrium geometry, with properties calculated with ωB97M-V/def2-TZVPD.

Element x y z (Å)
O1 -1.694 2.956 -2.553
C1 -1.379 1.848 -3.273
O2 -2.284 0.695 -3.155
C2 -1.574 -0.546 -2.813
O3 -2.529 -1.666 -2.947
C3 -0.970 -0.610 -1.290
C4 -2.080 -0.849 -0.109
C5 -1.469 -0.922 1.415
C6 -0.349 0.280 1.733
C7 0.135 0.255 3.316
F1 -0.631 1.235 4.174
F2 -0.348 -1.089 3.821
C8 1.738 0.250 3.559
F3 2.031 0.031 5.018
F4 2.280 -0.981 2.871
S1 2.727 1.690 2.956
F5 2.809 2.273 4.594
F6 1.396 2.721 2.695
F7 2.811 1.153 1.332
F8 4.170 0.747 3.252
F9 3.753 2.992 2.522
P1 -0.079 -0.929 -3.993
O4 0.315 -2.647 -3.838
O5 1.306 -0.051 -3.311
S2 -0.379 -0.362 -5.830
H1 -0.440 1.938 -3.964
H2 -2.056 -2.482 -2.560
H3 -0.154 -1.465 -1.191
H4 -0.375 0.404 -1.090
H5 -2.906 -0.021 -0.157
H6 -2.600 -1.906 -0.302
H7 -2.374 -0.859 2.176
H8 -0.967 -2.001 1.512
H9 0.513 0.102 0.963
H10 -0.932 1.307 1.563
H11 0.923 -2.934 -4.594
H12 1.660 -0.555 -2.502

## Properties
Highest occupied orbital energy in eV: -9.770
Maximum force in eV/Å: 9.2
Kohn-Sham gap in eV: 7.155
E_LUMO in eV: -2.6
Net charge: 0

---

Entry 4:
Below is an isolated ion of composition C9H9O4P and charge -2 in a non-equilibrium geometry, with properties calculated with ωB97M-V/def2-TZVPD.

Element x y z (Å)
C1 2.974 0.508 -0.197
C2 2.301 1.783 -0.089
C3 2.206 -0.600 -0.416
C4 0.953 1.843 -0.044
C5 0.740 -0.666 -0.207
C6 0.111 0.775 -0.166
C7 -0.040 -2.011 -0.494
C8 0.240 -1.475 0.962
C9 -1.289 0.969 0.065
O1 -2.788 -1.355 0.876
O2 -4.024 0.705 0.237
O3 -2.926 -0.616 -1.605
O4 -1.794 2.083 0.428
P1 -2.729 -0.268 -0.131
H1 4.119 0.525 -0.450
H2 2.900 2.710 0.117
H3 2.641 -1.555 -0.285
H4 0.400 2.821 -0.052
H5 -1.107 -1.697 -0.705
H6 0.507 -2.923 -0.847
H7 -0.668 -0.941 1.409
H8 0.859 -2.198 1.550
H9 -3.586 1.584 0.044

## Properties
Highest occupied orbital energy in eV: 0.800
Maximum force in eV/Å: 3.4
Kohn-Sham gap in eV: 5.364
E_LUMO in eV: 6.2
Net charge: -2

---

Entry 5:
Below is C26H29As2N2O2OsS as an isolated structure in a non-equilibrium geometry, with properties calculated with ωB97M-V/def2-TZVPD.

Element x y z (Å)
Os1 -0.145 -0.320 -0.870
C1 4.396 2.390 2.271
C2 3.812 1.385 1.325
C3 3.062 0.311 1.803
C4 2.539 -0.639 0.944
C5 2.766 -0.486 -0.428
C6 3.532 0.566 -0.944
C7 4.049 1.484 -0.056
S1 2.059 -1.571 -1.577
O1 2.925 -2.518 -2.169
O2 1.225 -0.674 -2.478
N1 0.795 -2.188 -0.674
C8 0.185 -3.318 -1.120
C9 0.863 -4.548 -1.327
C10 0.165 -5.654 -1.747
C11 -1.204 -5.567 -2.024
C12 -1.912 -4.332 -1.891
C13 -3.251 -4.175 -2.287
C14 -3.831 -2.929 -2.211
C15 -3.075 -1.861 -1.730
N2 -1.809 -1.988 -1.331
C16 -1.231 -3.211 -1.417
H1 3.797 2.490 3.174
H2 4.506 3.365 1.800
H3 5.395 2.068 2.577
H4 2.920 0.199 2.872
H5 2.029 -1.512 1.327
H6 3.724 0.655 -2.007
H7 4.664 2.293 -0.431
H8 1.923 -4.611 -1.120
H9 0.680 -6.599 -1.863
H10 -1.742 -6.443 -2.369
H11 -3.806 -5.024 -2.670
H12 -4.853 -2.766 -2.526
H13 -3.509 -0.871 -1.656
C17 -0.509 -0.975 2.813
As1 -1.171 0.049 1.323
C18 -3.085 -0.174 1.439
C19 -0.885 1.911 1.698
C20 -0.948 2.395 2.998
C21 -0.822 3.758 3.226
C22 -0.642 4.631 2.159
C23 -0.580 4.148 0.858
C24 -0.697 2.784 0.624
As2 -0.661 2.075 -1.169
C25 -2.362 2.589 -1.929
C26 0.620 3.109 -2.158
H14 -1.283 -1.007 3.576
H15 0.388 -0.514 3.216
H16 -0.288 -1.990 2.488
H17 -3.379 0.224 2.408
H18 -3.347 -1.229 1.380
H19 -3.586 0.385 0.653
H20 -1.096 1.723 3.835
H21 -0.868 4.141 4.237
H22 -0.552 5.694 2.340
H23 -0.439 4.844 0.041
H24 -2.383 3.676 -1.923
H25 -3.176 2.209 -1.317
H26 -2.451 2.226 -2.949
H27 0.370 4.162 -2.054
H28 0.566 2.829 -3.208
H29 1.623 2.924 -1.777

## Properties
Highest occupied orbital energy (spin up / spin down) in eV: -17.489 / -17.721
<S²>: 6.04
Maximum force in eV/Å: 1.3
Kohn-Sham gap (spin up / spin down) in eV: 7.818 / 5.647
E_LUMO (spin up / spin down) in eV: -9.7 / -12.1
Spin multiplicity: 5
Net charge: +3

---

Entry 6:
Below is C22H29N3P2Ru as an isolated structure in a non-equilibrium geometry, with properties calculated with ωB97M-V/def2-TZVPD.

Element x y z (Å)
C1 -1.150 3.223 -2.371
C2 -0.780 2.044 -1.697
C3 0.580 1.802 -1.517
C4 1.580 2.581 -2.150
C5 1.172 3.777 -2.799
C6 -0.180 4.079 -2.899
C7 2.886 2.053 -2.102
C8 3.062 0.659 -2.029
C9 2.011 -0.067 -1.417
C10 1.861 -1.440 -1.588
C11 2.954 -2.149 -2.129
C12 4.088 -1.472 -2.589
C13 4.154 -0.083 -2.560
H1 -2.215 3.463 -2.470
H2 1.934 4.425 -3.234
H3 -0.501 4.993 -3.401
H4 3.708 2.670 -2.447
H5 2.897 -3.240 -2.186
H6 4.921 -2.056 -2.987
H7 5.015 0.451 -2.966
N1 1.137 0.787 -0.627
Ru1 -0.014 -0.055 1.004
C14 -1.836 1.051 -1.248
H8 -1.599 0.037 -1.615
H9 -2.837 1.345 -1.588
C15 0.538 -2.131 -1.295
H10 -0.294 -1.582 -1.771
H11 0.545 -3.169 -1.659
P1 -1.915 0.916 0.593
P2 0.139 -2.169 0.502
C16 1.595 -3.028 1.197
H12 1.647 -2.875 2.284
H13 1.551 -4.106 0.989
H14 2.506 -2.607 0.754
C17 -1.218 -3.373 0.664
H15 -0.908 -4.350 0.265
H16 -1.489 -3.488 1.721
H17 -2.096 -3.012 0.114
C18 -2.344 2.614 1.115
H18 -3.295 2.933 0.664
H19 -2.425 2.641 2.211
H20 -1.537 3.292 0.808
C19 -3.477 0.029 0.907
H21 -3.680 0.043 1.984
H22 -4.297 0.530 0.375
H23 -3.390 -1.011 0.572
H24 1.905 1.404 -0.268
H25 -0.139 1.424 1.612
N2 -0.559 -1.710 3.544
C20 -1.315 -1.716 4.658
C21 -1.783 -0.426 4.824
C22 -1.262 0.332 3.774
N3 -0.532 -0.483 2.970
H26 -0.063 -2.515 3.162
H27 -1.453 -2.619 5.227
H28 -2.435 -0.044 5.582
H29 -1.366 1.381 3.531

## Properties
Highest occupied orbital energy (spin up / spin down) in eV: -7.173 / -11.512
<S²>: 8.81
Maximum force in eV/Å: 3.2
Kohn-Sham gap (spin up / spin down) in eV: 5.303 / 7.299
E_LUMO (spin up / spin down) in eV: -1.9 / -4.2
Spin multiplicity: 6
Net charge: +1

---

Entry 7:
Below is an isolated ion of composition C4H10NOS and charge -1 in a non-equilibrium geometry, with properties calculated with ωB97M-V/def2-TZVPD.

Element x y z (Å)
C1 -0.924 -1.010 0.701
C2 -0.536 0.449 0.452
C3 -0.792 0.935 -1.024
S1 -2.298 0.360 -1.894
N1 0.845 0.677 0.722
C4 2.022 -0.297 0.418
O1 3.153 0.355 0.498
H1 -1.845 -1.268 0.185
H2 -0.128 -1.617 0.294
H3 -0.935 -1.233 1.769
H4 -1.157 1.032 1.111
H5 -0.738 2.015 -0.979
H6 0.087 0.588 -1.550
H7 -1.674 -0.620 -2.549
H8 1.240 1.408 1.289
H9 1.936 -1.107 1.160
H10 1.745 -0.668 -0.602

## Properties
Highest occupied orbital energy in eV: -2.561
Maximum force in eV/Å: 1.5
Kohn-Sham gap in eV: 5.595
E_LUMO in eV: 3.0
Net charge: -1

---

Entry 8:
Below is a 2-piece molecular cluster, C5H11OP overall in a non-equilibrium geometry, with properties calculated with ωB97M-V/def2-TZVPD.

Element x y z (Å)
C1 -0.164 -2.188 0.449
C2 -1.054 0.973 -0.696
C3 1.541 0.674 -0.278
C4 -0.085 1.224 1.626
C5 0.133 0.704 0.184
O1 0.195 -2.798 1.351
P1 0.004 -2.540 -1.312
H1 -1.105 0.260 -1.590
H2 -1.925 0.767 -0.082
H3 -1.112 1.935 -1.168
H4 2.301 0.524 0.500
H5 1.778 1.740 -0.673
H6 1.800 -0.074 -1.068
H7 0.422 2.154 1.666
H8 -1.181 1.376 1.833
H9 0.413 0.402 2.329
H10 -1.003 -3.615 -1.519
H11 -0.956 -1.517 -1.553

## Properties
Highest occupied orbital energy (spin up / spin down) in eV: -7.338 / -7.211
Maximum force in eV/Å: 3.2
Kohn-Sham gap (spin up / spin down) in eV: 7.877 / 7.333
E_LUMO (spin up / spin down) in eV: 0.5 / 0.1
Net charge: 0